# 1
# CH6N2

A structure of composition CH6N2 (ωB97M-V/def2-TZVPD, the OMol25 dataset).

Strongest force on any atom   0.099 Eh/bohr
Total charge   0
Energy above the lowest of the compared OMol25 structures with the same formula, charge and spin   162.9 kcal per mole
Electronic energy   -150.93940 a.u.

```
9
CH6N2 | the OMol25 dataset | ωB97M-V/def2-TZVPD
N -1.51498 0.88917 0.61928
C -0.76452 0.34439 -0.42016
N 1.40043 -0.79550 -0.28228
H -0.61226 -0.03769 0.73859
H -1.01495 1.77393 0.77730
H 2.38595 -0.99923 -0.36455
H 0.58172 0.05411 -0.76235
H -1.56905 -0.13362 -0.96479
H 1.10766 -1.09557 0.65897
```

# 2
# CH6N2

A structure of composition CH6N2 (ωB97M-V/def2-TZVPD, the OMol25 dataset).

Strongest force on any atom   0.058 Eh/bohr
Total charge   0
Energy above the lowest of the compared OMol25 structures with the same formula, charge and spin   52.5 kcal per mole
Electronic energy   -151.11525 a.u.

```
9
CH6N2 | the OMol25 dataset | ωB97M-V/def2-TZVPD
C -0.23050 -0.77933 -0.34299
N -1.41016 -0.10859 -0.23947
N 0.80259 0.55148 0.59230
H -1.60962 0.38503 -1.11026
H -0.28990 0.85410 0.63524
H 1.27134 0.46747 1.49642
H 1.29006 1.18237 -0.04195
H 0.26408 -0.91379 -1.31406
H -0.08789 -1.63874 0.32476
```

Let's list HOMO energy in order: -8.00 -8.41 eV.